Record 1
A 2-piece molecular cluster, C5H16N2OS overall at a distorted geometry, computed with the ωB97M-V functional and the def2-TZVPD basis.

Each line ends with the Löwdin charge.
Geometry (Å):
H1 -1.669 0.135 2.736  0.067
H2 2.824 0.101 0.984  0.065
H3 -0.075 -1.553 2.118  0.112
H4 -1.961 -1.864 -2.781  0.065
S1 -0.804 2.135 1.793  0.679
C1 0.365 -1.660 -0.518  -0.208
H5 0.704 0.432 -0.067  0.112
C2 0.164 -0.542 1.797  -0.241
O1 0.860 0.975 -3.224  -0.067
C3 -1.091 0.309 1.810  -0.564
H6 2.694 -1.379 1.106  0.072
H7 -1.813 0.030 1.048  0.047
N1 2.352 -0.647 0.474  0.012
H8 -1.529 -2.055 -0.629  0.091
C4 -1.239 -1.114 -2.469  -0.092
H9 -0.388 -1.298 -3.117  0.061
H10 1.399 0.723 -2.463  0.028
N2 -0.979 -1.278 -0.982  -0.111
C5 0.865 -0.536 0.438  -0.403
H11 0.562 1.898 -3.114  0.055
H12 0.462 -2.675 -0.151  0.112
H13 -1.582 -0.086 -2.340  0.072
H14 1.175 -1.634 -1.236  0.094
H15 0.425 2.197 1.248  -0.166
H16 0.754 -0.017 2.586  0.109

Values from the calculation:
SMILES string: CNC[C@H](N)CCS.O
LUMO level (eV): 0.67
Energy above the lowest of the compared OMol25 structures with the same formula, charge and spin (kcal per mole): 28.9
Gap between HOMO and LUMO (hartree): 0.3473
Highest occupied orbital energy (Eh): -0.3226
Spin multiplicity: 1

***

Record 2
A 6-piece molecular cluster, H14NO5 overall, computed with the ωB97M-V functional and the def2-TZVPD basis.

Each line ends with the Löwdin charge.
Geometry (Å):
H1 0.963 -0.007 0.506  0.076
H2 -0.459 -0.865 0.301  0.076
H3 -0.516 0.471 1.349  0.076
H4 -1.753 -2.974 0.120  0.071
H5 1.500 -0.769 -2.859  0.044
O1 2.591 -0.451 0.453  -0.032
H6 3.104 -0.255 -0.341  0.074
O2 -1.081 -2.508 0.632  -0.039
H7 -0.291 0.754 -0.274  0.068
O3 0.617 -0.942 -2.514  -0.048
N1 -0.084 0.082 0.490  0.240
H8 0.035 -0.801 -3.270  0.045
H9 3.198 -0.282 1.186  0.079
H10 -1.018 1.607 3.265  0.072
H11 -2.320 1.922 2.529  0.074
H12 -1.049 2.818 -1.323  0.073
H13 -0.611 1.882 -2.450  0.063
H14 -0.768 -3.155 1.274  0.070
O4 -0.596 1.982 -1.491  -0.042
O5 -1.463 1.492 2.416  -0.041

Values from the calculation:
Net charge: +1
LUMO level (eV): -2.68
Energy above the lowest of the compared OMol25 structures with the same formula, charge and spin (kcal per mole): 9.4
Gap between HOMO and LUMO (hartree): 0.4510
Highest occupied orbital energy (Eh): -0.5495
Spin multiplicity: 1

***

Record 3
A 12-piece molecular cluster, BF4H22O11 overall at a distorted geometry, computed with the ωB97M-V functional and the def2-TZVPD basis.

Each line ends with the Löwdin charge.
Geometry (Å):
O1 -0.289 2.275 -2.846  -0.073
O2 1.572 3.843 -1.231  -0.075
H1 0.423 2.572 2.055  0.014
O3 2.201 -3.287 2.064  -0.054
H2 3.005 -0.611 -1.036  -0.002
H3 -2.612 -2.544 1.148  0.032
O4 1.087 -1.492 -3.174  -0.045
H4 -1.639 -2.510 -1.429  -0.002
H5 0.536 -1.301 -2.402  -0.011
H6 1.373 4.758 -1.017  0.036
H7 0.607 -1.102 -3.912  0.041
B1 0.364 -0.873 0.040  -1.228
F1 1.649 -0.296 0.037  0.134
O5 -1.941 -3.189 1.391  -0.051
H8 -1.684 0.863 0.023  0.004
O6 1.018 2.777 1.310  -0.064
F2 0.381 -2.280 -0.029  0.118
H9 2.248 -2.670 2.800  0.033
O7 -2.016 -2.810 -2.263  -0.053
H10 3.671 0.371 -2.000  0.025
H11 1.416 1.933 1.066  0.032
H12 1.573 -2.884 1.448  -0.001
O8 -1.349 2.481 2.605  -0.068
F3 -0.374 -0.388 -1.012  0.143
H13 -2.295 -0.442 3.798  0.051
O9 -1.370 -0.212 3.663  -0.059
O10 3.859 -0.399 -1.455  -0.075
H14 -1.265 -2.839 -2.868  0.027
H15 -2.258 2.641 2.333  0.048
F4 -0.370 -0.532 1.220  0.089
H16 1.082 3.328 -0.564  0.005
H17 -0.629 1.792 -2.082  -0.010
H18 -1.186 -0.459 2.732  0.016
H19 -1.165 -2.947 0.861  0.001
H20 -1.371 1.566 2.965  0.012
H21 -2.666 1.019 -1.134  0.045
O11 -2.249 1.509 -0.417  -0.049
H22 0.662 2.340 -2.687  0.013

Values from the calculation:
Net charge: -1
LUMO level (eV): 2.48
Energy above the lowest of the compared OMol25 structures with the same formula, charge and spin (kcal per mole): 6.1
Gap between HOMO and LUMO (hartree): 0.3834
Highest occupied orbital energy (Eh): -0.2923
Spin multiplicity: 1

***

Record 4
The molecule C5H9N at a distorted geometry, computed with the ωB97M-V functional and the def2-TZVPD basis.

Each line ends with the Löwdin charge.
Geometry (Å):
C1 -1.176 1.620 0.543  -0.236
H1 -0.863 2.332 -0.218  0.106
H2 -2.359 3.090 1.176  0.075
N1 -2.268 2.094 1.273  0.041
H3 -2.389 1.652 2.169  0.083
H4 -1.078 -0.342 1.113  0.106
H5 0.587 0.698 -1.334  0.112
H6 0.784 -1.661 0.727  0.103
C2 -0.573 0.424 0.509  -0.162
C3 1.847 -2.013 -1.122  -0.115
C4 0.902 -1.203 -0.268  -0.192
H7 2.018 -3.016 -0.731  0.061
H8 1.434 -2.149 -2.128  0.072
C5 0.332 -0.031 -0.568  -0.122
H9 2.803 -1.495 -1.140  0.068

Values from the calculation:
SMILES string: C/C=C/C=C/N
LUMO level (eV): 1.17
Energy above the lowest of the compared OMol25 structures with the same formula, charge and spin (kcal per mole): 34.9
Gap between HOMO and LUMO (hartree): 0.3145
Highest occupied orbital energy (Eh): -0.2714
Spin multiplicity: 1

***

Record 5
A 5-piece molecular cluster, C23H43F3N2O10 overall at a distorted geometry, computed with the ωB97M-V functional and the def2-TZVPD basis.

Each line ends with the Löwdin charge.
Geometry (Å):
O1 -4.110 1.752 0.464  -0.102
O2 -2.698 -1.823 -2.123  -0.014
H1 6.621 -1.445 2.256  0.083
H2 -4.249 0.823 4.430  0.074
H3 -3.243 -3.242 -4.398  0.067
H4 3.036 5.875 -6.454  0.085
H5 -4.966 -2.499 4.249  0.120
H6 2.847 6.837 -4.128  0.117
H7 0.502 1.424 -1.581  0.137
H8 -1.357 -4.736 -1.446  0.096
H9 -4.610 1.844 3.100  0.074
C1 1.907 4.858 -2.523  -0.463
H10 -1.173 -1.965 -3.556  0.115
O3 -5.077 -5.067 7.624  0.078
H11 -2.534 -4.722 7.744  0.095
C2 -2.834 2.131 -0.229  -0.274
H12 5.691 -1.942 -1.814  0.100
H13 -4.141 -1.734 -4.375  0.089
C3 -2.526 -2.966 -1.425  -0.504
H14 -2.357 -4.048 6.143  0.066
C4 -0.438 2.890 -0.003  -0.195
C5 1.332 0.897 1.963  -0.031
C6 3.395 4.653 -2.535  0.017
C7 -4.031 0.351 0.939  -0.162
C8 -2.902 -4.796 6.714  0.001
H15 -5.096 -0.179 0.920  0.151
H16 -1.362 1.170 0.897  0.102
C9 -2.000 -4.180 -2.137  0.006
H17 -2.841 -4.810 -2.437  0.100
H18 -3.261 -3.574 2.795  0.068
C10 1.374 0.851 0.479  -0.043
H19 4.871 -0.812 -0.708  0.058
H20 -0.735 3.638 -0.860  0.131
N1 -4.562 0.839 3.420  -0.055
O4 1.220 4.382 -1.625  0.029
H21 5.683 0.378 0.783  0.113
O5 7.115 0.282 -2.806  0.075
C11 -4.390 -4.591 6.726  -0.507
C12 0.776 1.953 -0.570  -0.105
H22 -2.682 -5.791 6.321  0.098
C13 6.988 -1.318 1.234  -0.068
H23 -2.779 -1.934 -5.503  0.083
H24 0.038 3.568 0.857  0.139
C14 2.044 6.238 -4.570  -0.224
H25 6.496 -2.057 0.596  0.068
F1 0.571 1.846 2.807  -0.008
O6 -2.906 2.363 -1.542  -0.003
C15 -3.506 0.218 2.507  -0.242
C16 -3.138 -2.158 -4.495  -0.066
F2 2.025 -0.365 -0.139  -0.071
C17 6.648 -0.046 -1.719  -0.508
F3 2.104 -0.165 2.711  -0.043
H26 3.615 3.658 -2.928  0.102
H27 8.059 -1.548 1.211  0.086
H28 -2.140 -0.503 -3.576  0.125
N2 -1.592 2.152 0.631  0.033
C18 -2.196 -1.590 -3.453  -0.226
C19 -4.253 -3.211 4.679  -0.238
O7 -4.969 -3.941 5.693  -0.005
H29 -4.597 -4.695 3.152  0.089
H30 1.676 2.693 -0.830  0.115
H31 1.331 6.950 -5.001  0.126
H32 -3.290 -0.924 2.780  0.115
H33 3.239 4.566 -5.274  0.069
C20 6.741 0.096 0.748  -0.227
C21 5.414 -0.899 -1.646  0.004
H34 -3.340 -0.278 0.219  0.120
H35 7.269 0.797 1.403  0.124
C22 -3.760 -4.139 3.587  -0.062
O8 7.280 0.289 -0.573  -0.007
H36 1.700 4.754 -6.098  0.087
O9 1.329 5.508 -3.557  0.009
H37 3.940 5.400 -3.106  0.072
H38 4.722 -0.576 -2.431  0.094
C23 2.538 5.310 -5.662  -0.067
H39 3.763 4.727 -1.505  0.100
O10 -2.860 -3.032 -0.246  0.068
H40 -1.387 -3.953 -3.006  0.068
H41 -2.504 0.790 2.719  0.098
H42 -3.450 -2.612 5.121  0.111
H43 -3.059 -4.883 3.975  0.068

Values from the calculation:
SMILES string: NCCOC(=O)NCCC(F)=C(F)F.CCOC(C)=O.CCOC(C)=O.CCOC(C)=O.CCOC(C)=O
LUMO level (eV): 0.13
Gap between HOMO and LUMO (hartree): 0.3464
Highest occupied orbital energy (Eh): -0.3418
Spin multiplicity: 1

***

Record 6
A 2-piece molecular cluster, C15H21F2N2O6 overall at a distorted geometry, computed with the ωB97M-V functional and the def2-TZVPD basis.

Each line ends with the Löwdin charge.
Geometry (Å):
H1 0.756 3.803 -2.066  0.142
O1 -2.888 1.644 -1.297  0.054
C1 2.795 -0.734 -0.241  -0.094
C2 -0.864 -3.909 -3.694  -0.021
H2 -1.950 -3.549 -3.412  0.102
C3 0.802 2.984 -1.231  0.152
C4 -2.895 0.542 4.593  -0.156
C5 0.307 -1.794 1.960  -0.172
H3 -2.405 1.467 4.907  0.077
N1 -2.705 3.985 -0.310  0.135
C6 1.927 -1.454 -2.768  -0.184
C7 -0.205 3.056 0.100  -0.004
H4 -1.553 -0.603 5.396  0.094
O2 1.423 -2.796 1.919  -0.144
H5 -0.802 2.000 2.191  0.157
O3 1.582 -2.631 -3.582  -0.092
H6 -3.348 0.688 3.609  0.081
H7 -3.113 4.862 -0.712  0.153
O4 -0.400 -1.610 -4.696  -0.042
H8 -0.382 -1.870 1.016  0.138
H9 0.844 -1.780 -0.786  0.110
H10 3.114 -1.148 0.807  0.115
H11 -0.420 -4.687 -2.941  0.086
C8 1.977 -1.839 -1.150  -0.137
F1 -2.070 3.374 -2.775  -0.012
H12 -3.672 0.267 5.311  0.086
F2 2.721 1.601 -2.473  -0.031
O5 -0.975 5.516 0.760  0.016
C9 -2.592 2.939 -1.438  -0.211
C10 0.824 -0.281 2.326  -0.119
C11 0.170 -2.630 -3.995  -0.256
C12 -1.300 4.310 0.236  -0.213
H13 1.873 -0.298 2.891  0.163
H14 3.716 -0.321 -0.838  0.132
C13 1.766 0.572 -0.061  0.042
H15 1.121 -0.576 -2.844  0.130
O6 -1.937 -0.497 4.510  -0.152
H16 2.365 -2.938 -1.049  0.140
N2 0.875 0.680 1.160  -0.038
H17 -0.367 -2.144 2.881  0.137
H18 -0.978 -4.454 -4.750  0.109
C14 1.813 1.686 -1.291  0.013
H19 2.945 -0.952 -3.136  0.147
C15 -0.086 1.885 1.243  0.125
H20 2.138 -2.516 2.590  0.116
H21 0.055 0.146 3.132  0.128

Values from the calculation:
Net charge: +1
LUMO level (eV): -5.45
Gap between HOMO and LUMO (hartree): 0.2593
Highest occupied orbital energy (Eh): -0.4597
Spin multiplicity: 1

***

Record 7
C20H27F4MnN2Si2 as an isolated structure, computed with the ωB97M-V functional and the def2-TZVPD basis.

Each line ends with the Löwdin charge.
Geometry (Å):
H1 5.091 -2.332 0.969  0.121
H2 -4.272 -0.711 -0.696  0.051
C1 3.479 -0.831 2.496  -0.122
C2 -2.039 1.473 -1.902  -0.257
Mn1 1.939 -0.021 0.258  0.727
Si1 -0.262 -0.933 -2.320  0.907
C3 -2.461 2.645 -2.538  -0.067
H3 2.010 -1.503 -2.995  0.095
H4 -2.434 3.874 -4.303  0.142
C4 -1.055 -2.557 -2.530  -0.115
C5 -1.146 0.632 -2.597  -0.270
C6 -1.842 -1.290 1.652  -0.241
H5 3.026 -1.779 2.785  0.138
H6 2.336 0.270 3.960  0.129
N1 3.579 -0.838 0.993  -0.339
H7 -5.233 0.712 -1.030  0.082
C7 -0.594 -0.748 1.450  -0.090
H8 -3.225 2.310 1.890  0.065
H9 -3.133 3.350 -2.044  0.123
C8 4.340 0.323 0.495  -0.034
C9 1.587 -0.946 -2.148  -0.150
F1 -0.004 -0.869 0.155  -0.071
H10 -4.960 0.243 0.658  0.068
H11 4.956 0.795 1.259  0.125
C10 -1.639 -0.612 3.897  -0.183
H12 3.140 1.283 2.791  0.127
H13 -1.054 -2.803 -3.603  0.084
C11 -0.744 0.975 -3.892  -0.079
H14 -2.098 -2.531 -2.213  0.059
H15 3.647 1.141 0.154  0.096
H16 4.484 -0.785 2.922  0.148
C12 0.222 -0.148 2.402  -0.154
H17 3.432 -2.928 0.789  0.104
C13 4.119 -2.131 0.514  -0.027
C14 -1.213 2.127 -4.524  0.006
H18 -0.042 0.354 -4.461  0.126
F2 -2.132 -0.515 5.114  0.171
H19 -1.679 2.784 1.106  0.059
F3 -2.455 -1.879 0.614  0.087
N2 1.449 0.334 2.002  -0.076
C15 2.606 0.339 2.912  -0.151
C16 -2.396 -1.228 2.907  0.105
F4 0.250 0.532 4.667  0.147
C17 -0.378 -0.074 3.667  -0.126
C18 -2.743 2.603 0.957  -0.129
H20 1.813 -1.635 -1.316  0.044
Si2 -3.048 1.389 -0.365  0.938
C19 -4.498 0.291 -0.328  -0.129
H21 -0.893 2.362 -5.531  0.141
H22 -3.184 3.566 0.657  0.077
H23 4.243 -2.105 -0.568  0.094
H24 -3.365 -1.656 3.133  0.161
H25 4.952 0.053 -0.360  0.114
C20 -2.069 2.966 -3.840  0.009
H26 -0.517 -3.355 -2.016  0.072
H27 2.108 0.018 -2.105  0.066

Values from the calculation:
Net charge: +3
LUMO level (spin up / spin down) (eV): -10.17 / -10.16
Expectation value of S²: 1.23
Gap between HOMO and LUMO (spin up / spin down) (hartree): 0.2379 / 0.2498
Highest occupied orbital energy (spin up / spin down) (Eh): -0.6116 / -0.6233
Spin multiplicity: 2

***

Record 8
C30H52BrN3NiP2S as an isolated structure at a distorted geometry, computed with the ωB97M-V functional and the def2-TZVPD basis.

Each line ends with the Löwdin charge.
Geometry (Å):
H1 3.751 -0.741 -2.177  0.064
H2 -4.502 2.819 3.164  0.086
H3 -3.553 1.003 -0.474  0.070
C1 0.904 -5.075 -1.601  0.000
H4 1.490 1.847 -0.411  0.039
C2 -2.680 -2.358 2.025  -0.093
Ni1 -0.348 -0.749 -1.362  0.330
C3 2.106 -0.283 -3.598  -0.345
H5 4.518 1.830 0.826  0.085
C4 3.546 2.459 3.400  -0.044
H6 -1.950 -2.423 -2.426  0.127
C5 -2.988 1.927 -0.647  -0.359
C6 -3.876 3.032 -1.238  -0.122
H7 -3.197 0.387 1.743  0.060
H8 -0.336 1.211 1.567  0.070
N1 0.178 -6.469 -3.394  0.072
H9 -0.794 -3.291 -3.998  0.109
H10 -4.954 1.108 3.338  0.062
H11 -0.320 2.343 -2.491  0.078
C7 -2.180 -1.933 -0.306  -0.253
N2 3.816 1.183 2.720  -0.194
C8 2.896 2.522 -1.910  -0.116
H12 -5.487 -1.383 0.300  0.117
C9 -1.758 -2.340 0.981  -0.002
C10 3.525 -0.730 -3.248  -0.117
H13 1.146 -7.224 -1.727  0.120
C11 0.014 1.557 -3.190  -0.381
C12 2.807 0.261 2.579  -0.741
H14 -0.726 -2.688 1.127  0.118
C13 0.774 -6.321 -2.214  -0.113
H15 5.745 1.722 2.119  0.101
H16 0.311 -0.486 2.455  0.010
H17 -0.849 0.157 -4.625  0.092
H18 3.860 2.161 -2.296  0.085
P1 1.076 0.389 -2.254  0.886
H19 -4.284 2.734 -2.209  0.088
C14 0.727 -0.613 3.463  -0.138
C15 4.854 1.247 1.699  -0.080
S1 2.648 -0.790 1.263  0.686
C16 -0.534 2.206 1.145  -0.362
C17 -0.047 -2.803 -1.375  -0.085
C18 2.135 1.426 -1.196  -0.424
H20 2.049 -0.549 5.562  0.100
C19 -0.305 -5.408 -4.038  -0.114
N3 1.907 0.238 3.623  -0.217
H21 2.472 2.679 3.467  0.071
C20 0.008 3.350 2.017  -0.127
P2 -2.329 2.465 0.950  1.221
H22 -0.117 2.229 0.132  0.042
C21 -0.281 -4.117 -3.490  -0.021
H23 -1.897 1.513 -4.186  0.086
Br1 -5.247 -2.043 3.150  0.891
H24 2.103 1.227 5.460  0.092
H25 -1.688 0.151 -3.055  0.039
H26 2.792 0.717 -0.663  -0.019
H27 4.263 -0.079 -3.740  0.085
H28 0.636 2.015 -3.971  0.089
H29 1.090 3.500 1.913  0.071
C22 2.438 0.299 4.986  -0.043
H30 -2.371 -2.651 3.022  0.114
H31 3.969 2.458 4.412  0.095
H32 -0.485 4.293 1.725  0.076
H33 -3.305 3.958 -1.384  0.082
C23 -3.154 1.394 2.189  -0.345
H34 4.034 3.261 2.835  0.098
H35 -0.769 -5.576 -5.012  0.117
C24 -4.024 -2.000 1.789  -0.738
C25 -4.552 1.854 2.640  -0.118
H36 3.529 0.256 4.986  0.101
H37 -2.495 1.348 3.075  0.100
H38 5.106 0.233 1.373  0.066
H39 3.105 3.348 -1.224  0.079
H40 1.544 -1.142 -4.003  0.084
C26 -3.527 -1.576 -0.545  -0.039
H41 2.330 2.934 -2.750  0.066
H42 -4.721 3.265 -0.577  0.079
H43 0.966 -1.682 3.588  0.095
H44 -0.035 -0.318 4.200  0.095
H45 0.437 -2.922 -0.381  0.102
H46 2.117 0.499 -4.373  0.092
C27 -1.167 0.800 -3.788  -0.146
H47 3.699 -1.742 -3.625  0.081
C28 -1.391 -2.254 -1.500  -0.206
H48 -2.140 1.692 -1.306  0.051
C29 -4.446 -1.626 0.493  -0.109
H49 1.343 -4.982 -0.608  0.117
C30 0.289 -3.959 -2.208  -0.222
H50 -5.256 1.945 1.802  0.079
H51 -0.213 3.191 3.081  0.087
H52 -3.773 -1.315 -1.586  0.135

Values from the calculation:
Net charge: +2
LUMO level (spin up / spin down) (eV): -6.33 / -8.94
Expectation value of S²: 2.03
Energy above the lowest of the compared OMol25 structures with the same formula, charge and spin (kcal per mole): 105.8
Gap between HOMO and LUMO (spin up / spin down) (hartree): 0.2454 / 0.1494
Highest occupied orbital energy (spin up / spin down) (Eh): -0.4779 / -0.4779
Spin multiplicity: 3